One molecule with the formula C4H8O. Source: OMol25; level of theory: ωB97M-V with the def2-TZVPD basis set.

Output
Total energy, eV: -6324.0558
Maximum force, Eh/bohr: 0.009
Highest occupied orbital energy, eV: -10.093
Energy above the lowest of the compared OMol25 structures with the same formula, charge and spin, kJ/mol: 107.3
Gap between HOMO and LUMO, Eh: 0.4081
Lowest unoccupied orbital energy, eV: 1.01

Last column: Mulliken charge in e.
Cartesian coordinates (Å):
H1 2.11293 -0.52309 -0.55927  0.360
O1 -0.25655 0.58530 -1.48360  -0.484
H2 -0.45052 1.64410 1.21627  0.333
H3 1.91383 0.77884 0.63914  0.309
H4 1.47621 -0.87763 1.06132  0.302
C1 -0.86503 0.70058 0.84872  -1.384
H5 -0.20827 -1.49656 -1.81068  0.293
H6 -1.03029 0.02171 1.69110  0.315
C2 0.04253 0.07679 -0.18590  1.319
H7 -1.82385 0.91686 0.36765  0.376
C3 -0.66198 -0.74577 -1.16931  -0.672
C4 1.47437 -0.14533 0.24427  -1.300
H8 -1.71452 -0.92238 -0.93521  0.235